Record 1
{"formula": "C23H26N2O3", "method": "ωB97M-V with the def2-TZVPD basis set", "smiles": "CCOc1ccc(CCNC(=O)c2cc(C)nc3ccccc23)cc1OCC", "spin_multiplicity": 1, "total_charge": 0, "gap_ev": 8.576, "fmax_ev_per_a": 0.75, "species": ["C", "C", "H", "H", "O", "C", "C", "C", "C", "C", "C", "O", "C", "C", "H", "H", "H", "H", "H", "H", "C", "H", "H", "C", "N", "C", "O", "C", "C", "C", "N", "C", "C", "C", "C", "C", "C", "H", "H", "H", "H", "C", "H", "H", "H", "H", "H", "H", "H", "H", "H", "H", "H", "H"], "xyz": [[-4.037321, -2.369521, -2.165169], [-3.150790, -2.619123, -0.949034], [-2.130729, -2.882198, -1.255525], [-3.551962, -3.448922, -0.360235], [-3.141619, -1.535596, -0.042809], [-2.505980, -0.365293, -0.378582], [-1.611092, -0.245425, -1.434221], [-0.926986, 0.934104, -1.675845], [-1.123167, 2.041731, -0.867310], [-2.038063, 1.937777, 0.169386], [-2.740528, 0.765686, 0.428978], [-3.574106, 0.835656, 1.503288], [-4.667656, -0.056490, 1.640893], [-5.588704, 0.522224, 2.704617], [-6.438911, -0.137115, 2.854191], [-5.945572, 1.502022, 2.398431], [-5.049825, 0.628324, 3.642059], [-5.200156, -0.148927, 0.686931], [-4.314831, -1.048995, 1.942270], [-2.235751, 2.779988, 0.814703], [-0.316861, 3.294716, -1.062861], [0.227532, 3.231918, -2.005671], [-0.964782, 4.172101, -1.091846], [0.699033, 3.467684, 0.082962], [1.394056, 2.232650, 0.364267], [2.491770, 1.842302, -0.326557], [3.100629, 2.576864, -1.078466], [2.881155, 0.421740, -0.050856], [1.926341, -0.564583, -0.093011], [2.293969, -1.909249, 0.131611], [3.521567, -2.266563, 0.394387], [4.487331, -1.326985, 0.439201], [5.805502, -1.741254, 0.719303], [6.820149, -0.826821, 0.768267], [6.563584, 0.534208, 0.541693], [5.295153, 0.969955, 0.272835], [4.227271, 0.054019, 0.211560], [5.097326, 2.013807, 0.086291], [7.380009, 1.240171, 0.581630], [7.830024, -1.146512, 0.980891], [5.977476, -2.792675, 0.888803], [1.253085, -2.982948, 0.064926], [0.390977, -2.717620, 0.674507], [1.672766, -3.922394, 0.411415], [0.917055, -3.104951, -0.964376], [0.894790, -0.335471, -0.321772], [0.881962, 1.539471, 0.886986], [0.194419, 3.788187, 0.996576], [1.448251, 4.209957, -0.199823], [-0.227870, 0.979763, -2.497786], [-1.415767, -1.089933, -2.075878], [-3.677657, -1.519479, -2.740230], [-5.055371, -2.161815, -1.844559], [-4.041138, -3.250142, -2.801422]], "atomic_forces_ev_per_a": [[0.2169, 0.0899, 0.3396], [-0.0961, -0.2817, -0.3454], [-0.0679, 0.0006, 0.0882], [0.1322, 0.0598, -0.1056], [0.1357, 0.4749, 0.1854], [-0.1099, -0.0940, 0.0961], [-0.0864, -0.1423, 0.0413], [-0.0707, 0.1156, 0.0340], [-0.0671, -0.0013, -0.1821], [-0.0507, -0.2354, -0.0580], [0.0404, 0.0793, -0.0358], [0.3134, 0.0164, -0.0445], [-0.5849, -0.3032, 0.2562], [0.3579, -0.0253, -0.3240], [-0.0980, -0.0654, 0.0386], [-0.0794, 0.0903, 0.0015], [0.0094, 0.0023, 0.1306], [0.1061, -0.0236, 0.0805], [-0.0782, 0.1885, -0.1131], [-0.0605, 0.1235, 0.1181], [0.1132, -0.0222, 0.2039], [-0.0219, 0.0534, -0.0180], [0.0121, 0.0529, -0.0753], [0.0434, 0.1633, -0.2754], [-0.1802, 0.0129, 0.2190], [-0.2405, -0.0333, 0.3321], [0.1599, 0.1057, -0.2457], [-0.1342, -0.5196, -0.1358], [0.3307, 0.3999, 0.0334], [0.1329, -0.1056, 0.0898], [-0.3057, -0.5374, -0.0013], [0.1312, 0.7323, -0.0878], [0.1882, 0.0984, 0.0274], [-0.0513, -0.2502, 0.0132], [-0.1346, 0.2268, -0.0188], [0.2439, 0.1430, 0.0242], [-0.0284, -0.3764, 0.0355], [0.0166, 0.0689, -0.0246], [0.0359, 0.0784, -0.0025], [0.0629, -0.0550, 0.0152], [0.0013, -0.1054, 0.0173], [0.0079, 0.0043, 0.0023], [-0.1231, -0.0178, 0.0177], [0.0000, -0.0377, 0.0105], [-0.0979, -0.0452, -0.0799], [-0.0623, 0.0516, -0.0043], [0.1633, -0.0267, -0.0356], [0.0553, 0.0209, -0.0509], [-0.1142, 0.0023, 0.1320], [0.0877, 0.0216, -0.0876], [-0.0364, -0.1202, -0.0396], [-0.0111, 0.0276, -0.0942], [-0.0949, 0.0045, 0.0009], [-0.0119, -0.0854, -0.0985]], "lowdin_charge": [-0.057, -0.242, 0.108, 0.126, -0.080, -0.187, -0.028, -0.057, -0.250, 0.045, -0.181, -0.034, -0.248, -0.064, 0.075, 0.076, 0.076, 0.127, 0.120, 0.132, -0.121, 0.115, 0.118, -0.162, 0.076, -0.445, 0.078, -0.054, 0.041, -0.317, 0.155, -0.214, -0.018, -0.080, -0.076, -0.014, -0.090, 0.108, 0.102, 0.102, 0.109, -0.032, 0.078, 0.077, 0.079, 0.096, 0.135, 0.120, 0.121, 0.120, 0.110, 0.069, 0.079, 0.079]}

Record 2
{"formula": "C23H26N2O4", "method": "ωB97M-V with the def2-TZVPD basis set", "smiles": "Cc1ccccc1NC(=O)CN1CCC(C(=O)c2ccc3c(c2)OCCO3)CC1", "spin_multiplicity": 1, "total_charge": 0, "gap_ev": 8.910, "fmax_ev_per_a": 0.60, "species": ["C", "C", "C", "C", "C", "C", "C", "N", "C", "O", "C", "N", "C", "C", "H", "H", "C", "C", "O", "C", "C", "C", "C", "C", "C", "H", "H", "O", "C", "C", "H", "O", "H", "H", "H", "H", "C", "C", "H", "H", "H", "H", "H", "H", "H", "H", "H", "H", "H", "H", "H", "H", "H", "H", "H"], "xyz": [[-2.722498, -1.080261, -6.310284], [-1.638550, -0.066877, -6.068731], [-1.268542, 0.804319, -7.081315], [-0.274836, 1.749478, -6.894424], [0.366730, 1.829905, -5.672305], [0.017537, 0.972835, -4.645296], [-0.981682, 0.023795, -4.832369], [-1.360602, -0.860526, -3.811926], [-0.907847, -0.952346, -2.528696], [-0.052343, -0.248566, -2.042315], [-1.640544, -2.064429, -1.758223], [-1.144877, -2.372366, -0.439156], [-1.263382, -1.278031, 0.509604], [-1.014675, -1.805816, 1.918619], [-1.152474, -0.998299, 2.637405], [-1.741276, -2.591900, 2.133909], [0.392063, -2.402061, 2.013021], [1.494248, -1.358849, 1.868405], [2.475227, -1.544365, 1.186194], [1.319628, -0.088547, 2.620847], [0.814966, -0.044039, 3.914770], [0.697043, 1.166093, 4.581990], [1.097398, 2.350985, 3.953672], [1.583075, 2.304518, 2.651646], [1.700827, 1.098438, 1.995710], [2.085500, 1.057066, 0.988796], [1.874727, 3.230662, 2.183101], [1.038176, 3.564154, 4.584971], [0.860112, 3.463996, 5.980470], [-0.220811, 2.433141, 6.300714], [-0.382992, 2.348045, 7.376075], [0.176532, 1.156603, 5.852770], [-1.157792, 2.728168, 5.807960], [0.577712, 4.458196, 6.329587], [1.802270, 3.159006, 6.456239], [0.529255, -0.939104, 4.444155], [0.533369, -3.485151, 0.941462], [0.204053, -2.918618, -0.437757], [0.246201, -3.722715, -1.178223], [0.950984, -2.160384, -0.707785], [1.554552, -3.867174, 0.932592], [-0.150702, -4.304830, 1.167261], [0.529149, -2.852166, 3.004520], [-2.278385, -0.875451, 0.441119], [-0.552981, -0.466246, 0.294997], [-2.691470, -1.764854, -1.662258], [-1.601978, -2.984270, -2.352684], [-2.084595, -1.512577, -4.075471], [0.515478, 1.032221, -3.692784], [1.144322, 2.561293, -5.512189], [-0.005968, 2.416219, -7.699750], [-1.770478, 0.740030, -8.036373], [-3.104094, -0.980912, -7.323149], [-2.344850, -2.097395, -6.194265], [-3.557830, -0.937173, -5.623013]], "atomic_forces_ev_per_a": [[0.1145, 0.0974, 0.0479], [-0.0167, -0.0225, 0.0183], [0.0464, 0.0095, 0.0746], [0.0648, 0.1017, -0.0680], [-0.0810, -0.0175, -0.1426], [0.1117, 0.0156, 0.2038], [0.1537, 0.2847, -0.1915], [-0.3226, -0.1710, -0.4030], [-0.2502, -0.3293, 0.0899], [0.1401, 0.0794, 0.0932], [0.1195, -0.0190, 0.3713], [-0.0356, 0.1360, -0.3223], [-0.1464, 0.0128, 0.3518], [-0.0400, 0.1683, -0.0729], [-0.0603, -0.0503, -0.0068], [-0.0194, 0.0087, 0.0462], [-0.0192, -0.3147, -0.1861], [-0.1446, -0.1926, 0.2683], [0.0030, 0.0637, -0.0926], [0.2204, 0.4640, 0.1129], [0.1061, 0.1974, -0.0746], [-0.0470, 0.0780, -0.0328], [0.0571, -0.1250, 0.0292], [-0.0927, 0.0364, 0.2381], [-0.0437, -0.1334, 0.0368], [0.0580, -0.0074, -0.0982], [0.0399, 0.1243, -0.0587], [-0.0236, -0.1124, -0.4067], [-0.2100, -0.2780, 0.4859], [0.0548, 0.5692, 0.0053], [-0.0012, 0.0682, -0.0888], [0.2212, -0.2727, -0.2008], [0.0755, -0.0432, 0.0788], [0.0223, -0.1072, 0.0237], [-0.0868, 0.0679, -0.0446], [-0.1148, -0.1345, 0.0527], [0.2006, 0.0955, -0.0578], [0.1652, -0.2408, 0.0670], [0.0317, 0.0294, 0.0004], [-0.0620, -0.0972, -0.0496], [-0.0350, -0.0423, 0.0098], [-0.0058, -0.0259, 0.0166], [-0.0002, 0.0302, 0.0056], [0.0590, 0.0565, 0.0034], [-0.1147, 0.0035, -0.0437], [0.0378, -0.0345, -0.1196], [-0.0798, 0.0880, -0.0539], [0.1134, 0.0255, 0.1602], [0.0058, -0.0041, 0.0189], [0.0690, 0.0574, 0.0269], [0.0236, 0.0577, -0.0698], [-0.0638, -0.0306, -0.0747], [-0.0458, -0.0403, -0.0176], [-0.0511, -0.1163, 0.0086], [-0.1012, -0.0640, 0.0319]], "lowdin_charge": [-0.050, -0.219, -0.057, -0.095, -0.082, -0.009, -0.178, 0.133, -0.422, 0.080, -0.112, -0.156, -0.174, -0.129, 0.104, 0.122, -0.242, -0.328, 0.115, -0.157, 0.052, -0.186, -0.195, 0.020, -0.009, 0.123, 0.123, -0.021, -0.148, -0.151, 0.133, -0.025, 0.139, 0.133, 0.140, 0.133, -0.129, -0.176, 0.125, 0.118, 0.117, 0.119, 0.151, 0.128, 0.119, 0.131, 0.128, 0.117, 0.098, 0.103, 0.099, 0.107, 0.077, 0.085, 0.084]}

Energy above the lowest of the compared OMol25 structures with the same formula, charge and spin
In order: 2.136; 2.433
Unit: eV
Energy
In order: -1227.2915; -1302.5248
Unit: Eh
E_HOMO
In order: -8.322; -8.276
Unit: eV